{"formula": "C30H48IrN6P2", "method": "wB97M-V/def2-TZVPD", "total_energy_ha": -2286.03019, "spin_multiplicity": 2, "s2": 0.75, "homo_lumo_gap_ev": [7.5, 4.7], "e_homo_ha": [-0.7369, -0.7369], "total_charge": 4, "symbols": ["Ir", "C", "N", "C", "C", "N", "C", "P", "C", "N", "C", "C", "N", "C", "C", "N", "C", "C", "N", "C", "H", "H", "H", "H", "H", "H", "H", "H", "H", "H", "H", "H", "H", "H", "H", "C", "C", "C", "C", "C", "C", "P", "C", "C", "C", "C", "C", "C", "C", "C", "C", "C", "C", "C", "H", "H", "H", "H", "H", "H", "H", "H", "H", "H", "H", "H", "H", "H", "H", "H", "H", "H", "H", "H", "H", "H", "H", "H", "H", "H", "H", "H", "H", "H", "H", "H", "H"], "xyz": [[1.166, -0.817, -0.532], [-2.830, -1.910, 3.012], [-1.878, -1.134, 2.191], [-1.858, 0.230, 2.102], [-0.878, 0.562, 1.215], [-0.302, -0.604, 0.786], [-0.927, -1.632, 1.386], [-0.517, -3.394, 1.138], [-0.432, -3.264, -0.682], [0.176, -2.287, -1.379], [-0.053, -2.504, -2.712], [-0.795, -3.640, -2.822], [-1.026, -4.094, -1.554], [-1.832, -5.290, -1.237], [1.249, -3.140, 1.404], [1.919, -2.167, 0.795], [3.213, -2.202, 1.251], [3.311, -3.226, 2.144], [2.075, -3.804, 2.228], [1.746, -4.945, 3.103], [-3.182, -1.273, 3.819], [-2.328, -2.773, 3.439], [-3.673, -2.222, 2.400], [-2.533, 0.850, 2.669], [-0.547, 1.531, 0.887], [0.345, -1.867, -3.480], [-1.167, -4.156, -3.692], [-1.667, -6.032, -2.013], [-2.885, -5.021, -1.202], [-1.516, -5.702, -0.283], [3.976, -1.524, 0.906], [4.153, -3.588, 2.711], [2.520, -5.700, 2.996], [0.791, -5.367, 2.806], [1.699, -4.608, 4.135], [3.970, 3.929, 0.271], [4.402, 2.463, 0.431], [3.383, 1.485, -0.195], [2.649, 2.180, -1.347], [1.721, 3.250, -0.751], [2.451, 4.095, 0.324], [1.759, 0.924, -2.307], [2.834, -0.071, -3.389], [3.473, -1.201, -2.569], [4.436, -1.974, -3.477], [5.639, -1.076, -3.832], [5.306, 0.421, -3.735], [3.885, 0.720, -4.216], [0.532, 1.695, -3.516], [-0.761, 2.176, -2.838], [-1.768, 2.384, -4.009], [-1.189, 3.188, -5.129], [0.076, 3.938, -4.808], [1.168, 2.790, -4.317], [4.355, 4.340, -0.664], [4.423, 4.524, 1.063], [4.536, 2.213, 1.484], [5.368, 2.310, -0.051], [2.614, 1.197, 0.563], [3.897, 0.576, -0.507], [3.382, 2.646, -2.015], [0.862, 2.744, -0.290], [1.321, 3.896, -1.536], [2.086, 3.825, 1.317], [2.193, 5.143, 0.182], [2.119, -0.546, -4.072], [2.680, -1.873, -2.167], [4.034, -0.812, -1.717], [3.894, -2.274, -4.378], [4.769, -2.891, -2.993], [5.976, -1.314, -4.840], [6.474, -1.295, -3.167], [6.013, 1.000, -4.327], [5.423, 0.776, -2.704], [3.781, 0.437, -5.265], [3.702, 1.799, -4.179], [0.272, 0.854, -4.168], [-0.590, 3.105, -2.298], [-1.154, 1.440, -2.139], [-2.622, 2.916, -3.550], [-2.160, 1.431, -4.360], [-1.859, 4.065, -5.397], [-1.129, 2.632, -6.067], [-0.026, 4.644, -3.985], [0.485, 4.465, -5.666], [1.856, 3.412, -3.733], [1.655, 2.421, -5.217]], "atomic_forces_ev_per_a": [[1.8, -0.2, -0.1], [0.0, 0.0, 0.0], [0.0, 0.0, 0.0], [0.0, 0.0, 0.0], [-0.1, 0.0, 0.1], [0.0, 0.3, -0.3], [-0.1, 0.1, 0.0], [-0.3, -0.1, 0.0], [-0.1, -0.1, -0.1], [-0.3, 0.1, 0.0], [0.0, 0.0, -0.1], [0.0, 0.0, 0.0], [0.0, 0.0, 0.0], [0.0, 0.0, 0.0], [0.1, -0.3, 0.2], [-0.1, 0.2, 0.1], [0.1, 0.1, -0.1], [0.0, 0.0, 0.0], [0.0, 0.0, 0.0], [0.0, 0.0, 0.0], [0.0, 0.0, 0.0], [0.0, 0.0, 0.0], [0.0, 0.0, 0.0], [0.0, 0.0, 0.0], [0.0, 0.0, 0.0], [0.0, 0.0, 0.0], [0.0, 0.0, 0.0], [0.0, 0.0, 0.0], [0.0, 0.0, 0.0], [0.0, 0.0, 0.0], [0.0, 0.0, 0.0], [0.0, 0.0, 0.0], [0.0, 0.0, 0.0], [0.0, 0.0, 0.0], [0.0, 0.0, 0.0], [-0.1, 0.0, 0.0], [-0.1, 0.0, 0.1], [-0.1, -0.1, 0.0], [0.1, 0.1, -0.3], [0.0, 0.0, 0.1], [0.0, 0.0, 0.0], [-1.4, -0.4, 0.5], [0.2, 0.2, -0.1], [0.0, 0.1, 0.2], [0.0, -0.1, 0.0], [-0.1, 0.1, 0.1], [0.0, 0.0, 0.0], [0.0, -0.1, 0.0], [-0.1, 0.3, -0.1], [0.0, 0.1, 0.1], [-0.2, 0.1, 0.2], [0.1, -0.3, -0.2], [-0.2, 0.5, 0.0], [0.1, -0.4, 0.0], [0.0, 0.0, 0.0], [0.0, 0.0, 0.0], [0.0, 0.0, 0.0], [0.0, 0.0, 0.0], [0.0, 0.0, 0.0], [0.1, 0.1, 0.0], [0.1, 0.0, 0.1], [0.0, 0.1, -0.1], [0.1, 0.0, 0.0], [0.0, 0.0, 0.0], [0.0, 0.0, 0.1], [0.0, 0.0, 0.0], [0.0, -0.1, 0.0], [0.0, 0.0, -0.1], [0.0, 0.0, 0.0], [0.0, 0.0, 0.0], [0.0, 0.0, 0.0], [0.0, 0.0, 0.0], [0.0, 0.0, 0.0], [0.0, 0.0, 0.0], [0.0, 0.0, 0.0], [0.0, 0.0, 0.0], [0.1, 0.0, 0.0], [-0.1, 0.0, 0.0], [-0.1, 0.0, 0.0], [0.1, 0.0, 0.0], [0.0, 0.0, 0.0], [0.2, -0.1, 0.1], [0.0, 0.0, 0.0], [0.1, -0.1, 0.1], [0.1, -0.1, 0.0], [-0.1, 0.2, -0.1], [0.0, 0.1, -0.1]], "lowdin_charge": [1.292, 0.041, -0.079, 0.021, -0.057, -0.128, -0.407, 1.238, -0.400, -0.136, -0.063, 0.021, -0.079, 0.041, -0.440, -0.114, -0.051, 0.022, -0.074, 0.044, 0.116, 0.093, 0.116, 0.158, 0.108, 0.109, 0.159, 0.118, 0.118, 0.085, 0.120, 0.160, 0.119, 0.083, 0.119, -0.168, -0.143, -0.230, -0.453, -0.185, -0.150, 1.031, -0.430, -0.248, -0.147, -0.148, -0.169, -0.161, -0.391, -0.157, -0.122, -0.131, -0.035, -0.081, 0.123, 0.132, 0.127, 0.126, 0.108, 0.065, 0.130, 0.083, 0.104, 0.123, 0.127, 0.107, 0.079, 0.082, 0.127, 0.125, 0.129, 0.125, 0.133, 0.109, 0.137, 0.096, 0.124, 0.110, 0.107, 0.166, 0.134, 0.217, 0.152, 0.135, 0.142, 0.129, 0.134]}


{"formula": "C30H48N6O3RuSSi", "method": "wB97M-V/def2-TZVPD", "total_energy_ha": -2508.71819, "spin_multiplicity": 2, "s2": 0.76, "homo_lumo_gap_ev": [8.1, 7.2], "e_homo_ha": [-0.3733, -0.3616], "total_charge": 1, "symbols": ["Ru", "N", "C", "C", "C", "C", "N", "C", "N", "N", "C", "O", "O", "H", "H", "H", "H", "H", "H", "H", "H", "H", "H", "H", "H", "H", "H", "C", "N", "C", "C", "N", "C", "S", "H", "H", "H", "H", "H", "H", "C", "C", "C", "C", "H", "H", "H", "H", "H", "H", "H", "H", "H", "C", "C", "C", "C", "Si", "O", "C", "C", "C", "C", "C", "C", "C", "C", "C", "C", "C", "C", "H", "H", "H", "H", "H", "H", "H", "H", "H", "H", "H", "H", "H", "H", "H", "H", "H", "H", "H"], "xyz": [[-0.638, -0.008, -0.507], [1.460, -1.028, -0.426], [1.982, -0.743, 0.911], [3.497, -0.909, 1.069], [4.356, -0.553, -0.146], [4.259, 0.895, -0.622], [4.383, 1.847, 0.476], [5.316, 2.745, 0.687], [5.215, 3.526, 1.773], [6.358, 2.915, -0.134], [1.437, 0.614, 1.395], [2.147, 1.411, 2.003], [0.174, 0.807, 1.189], [1.572, -2.000, -0.685], [1.887, -0.436, -1.126], [1.473, -1.449, 1.573], [3.698, -1.955, 1.311], [3.820, -0.332, 1.937], [4.083, -1.191, -0.991], [5.396, -0.790, 0.088], [3.305, 1.090, -1.115], [5.011, 1.092, -1.385], [3.649, 1.768, 1.188], [4.405, 3.451, 2.366], [5.891, 4.238, 1.976], [6.466, 2.355, -0.958], [7.025, 3.648, 0.025], [-4.010, -3.178, 2.135], [-3.315, -1.977, 2.578], [-3.693, -1.193, 3.660], [-2.832, -0.162, 3.726], [-1.928, -0.334, 2.697], [-2.242, -1.429, 1.981], [-1.420, -2.021, 0.598], [-4.168, -3.841, 2.982], [-3.401, -3.680, 1.391], [-4.968, -2.911, 1.693], [-4.528, -1.456, 4.285], [-2.769, 0.659, 4.418], [-1.182, 0.301, 2.403], [-4.481, 1.202, -1.760], [-2.982, 0.951, -1.740], [-2.654, -0.449, -2.254], [-2.351, 1.085, -0.370], [-4.877, 1.125, -2.775], [-4.711, 2.200, -1.382], [-5.007, 0.477, -1.132], [-2.498, 1.664, -2.406], [-3.137, -1.214, -1.645], [-1.552, -0.679, -2.282], [-2.944, -0.593, -3.297], [-3.027, 0.709, 0.407], [-2.102, 2.117, -0.112], [0.196, 4.242, -1.403], [1.214, 3.710, -2.421], [1.482, 4.772, -3.495], [2.522, 3.446, -1.658], [0.614, 2.041, -3.123], [0.292, 1.140, -1.830], [1.982, 1.267, -4.181], [2.463, 1.964, -5.296], [3.487, 1.458, -6.086], [4.047, 0.220, -5.793], [3.558, -0.512, -4.721], [2.538, 0.012, -3.933], [-0.832, 2.203, -4.322], [-1.072, 1.143, -5.204], [-2.166, 1.144, -6.060], [-3.043, 2.221, -6.064], [-2.815, 3.294, -5.211], [-1.723, 3.281, -4.353], [0.618, 5.107, -0.877], [-0.051, 3.483, -0.659], [-0.733, 4.574, -1.870], [1.771, 5.719, -3.022], [0.604, 4.966, -4.115], [2.301, 4.479, -4.155], [2.917, 4.392, -1.264], [3.289, 3.004, -2.303], [2.344, 2.780, -0.808], [2.020, 2.916, -5.567], [3.838, 2.023, -6.941], [4.835, -0.183, -6.416], [3.953, -1.500, -4.514], [2.124, -0.610, -3.143], [-0.390, 0.297, -5.227], [-2.327, 0.309, -6.732], [-3.893, 2.229, -6.734], [-3.489, 4.142, -5.215], [-1.576, 4.128, -3.694]], "atomic_forces_ev_per_a": [[0.5, -1.3, 0.4], [-0.2, 0.1, -0.1], [0.1, 0.0, -0.2], [0.1, -0.1, 0.1], [0.0, 0.0, -0.1], [0.0, -0.1, 0.0], [0.2, -0.1, 0.0], [-0.1, 0.1, 0.0], [0.0, -0.1, 0.0], [0.0, 0.0, 0.0], [-0.1, -0.1, -0.2], [0.0, 0.0, 0.0], [-0.1, 0.1, -0.5], [0.0, 0.0, 0.0], [0.1, 0.0, -0.2], [0.1, 0.0, 0.1], [0.0, 0.0, 0.0], [0.0, 0.0, 0.0], [0.1, 0.0, 0.0], [0.0, 0.0, 0.0], [0.0, -0.1, 0.1], [0.0, 0.0, 0.0], [-0.2, 0.0, 0.0], [0.0, 0.0, 0.0], [0.0, 0.0, 0.0], [0.0, 0.0, 0.0], [0.0, 0.0, 0.0], [0.0, 0.1, 0.0], [-0.1, 0.0, 0.1], [-0.1, -0.2, 0.0], [0.2, 0.0, 0.0], [-0.1, 0.0, -0.2], [-0.1, 0.1, 0.3], [0.1, 0.8, 0.0], [0.0, 0.0, 0.0], [0.0, 0.0, 0.0], [0.0, 0.0, 0.0], [0.0, 0.0, 0.0], [0.0, 0.0, 0.0], [-0.1, -0.1, 0.0], [-0.1, 0.0, -0.1], [0.0, 0.1, 0.0], [0.0, -0.1, 0.0], [0.2, 0.3, 0.2], [0.0, 0.0, 0.0], [0.0, 0.0, 0.0], [0.0, 0.0, 0.0], [0.0, 0.0, -0.1], [0.0, 0.0, 0.0], [0.1, 0.0, 0.0], [0.1, 0.0, 0.0], [-0.1, -0.1, 0.0], [-0.1, 0.1, 0.0], [0.0, 0.0, 0.0], [0.1, 0.1, -0.2], [0.0, 0.0, 0.1], [-0.1, 0.1, 0.0], [0.0, 0.5, -0.1], [-0.2, -0.1, 0.3], [0.0, 0.0, 0.0], [0.1, 0.0, 0.0], [0.0, 0.0, 0.0], [0.0, 0.0, 0.0], [0.0, 0.0, 0.0], [-0.1, -0.1, 0.1], [0.0, 0.0, 0.0], [-0.1, 0.0, 0.0], [0.0, 0.0, 0.0], [0.0, 0.0, 0.0], [0.0, 0.0, 0.0], [0.0, 0.0, 0.0], [0.0, 0.0, 0.0], [0.0, 0.0, 0.0], [0.0, 0.0, 0.0], [0.0, 0.0, 0.0], [0.0, 0.0, 0.0], [0.0, 0.0, 0.0], [0.0, 0.0, 0.0], [0.0, 0.0, 0.0], [-0.1, 0.2, -0.1], [0.0, 0.0, 0.0], [0.0, 0.0, 0.0], [0.0, 0.0, 0.0], [0.0, 0.0, 0.0], [0.0, 0.1, 0.0], [0.0, 0.0, 0.0], [0.0, 0.0, 0.0], [0.0, 0.0, 0.0], [0.0, 0.0, 0.0], [0.0, 0.0, 0.0]], "lowdin_charge": [1.039, -0.011, -0.282, -0.135, -0.156, -0.154, 0.106, -0.425, 0.209, 0.215, -0.544, 0.036, -0.177, 0.105, 0.034, 0.138, 0.122, 0.114, 0.111, 0.120, 0.083, 0.120, 0.097, 0.130, 0.123, 0.112, 0.127, -0.008, -0.111, -0.034, -0.042, 0.088, -0.698, 0.688, 0.100, 0.060, 0.103, 0.130, 0.126, 0.119, -0.072, -0.504, -0.109, -0.270, 0.078, 0.082, 0.077, 0.096, 0.060, 0.044, 0.091, 0.048, 0.060, -0.081, -0.584, -0.084, -0.107, 0.487, -0.417, -0.224, -0.088, -0.074, -0.088, -0.091, -0.108, -0.223, -0.098, -0.082, -0.082, -0.077, -0.101, 0.087, 0.065, 0.069, 0.086, 0.074, 0.064, 0.090, 0.077, 0.056, 0.099, 0.106, 0.103, 0.100, 0.082, 0.104, 0.104, 0.104, 0.105, 0.084]}